Arrangement P

{"formula": "C18H42BF4N4O5", "method": "wB97M-V/def2-TZVPD", "symbols": ["B", "F", "F", "F", "F", "C", "C", "N", "H", "H", "H", "C", "C", "N", "H", "H", "H", "C", "C", "N", "H", "H", "H", "C", "C", "N", "H", "H", "H", "C", "C", "O", "H", "H", "H", "H", "H", "H", "C", "C", "O", "H", "H", "H", "H", "H", "H", "C", "C", "O", "H", "H", "H", "H", "H", "H", "C", "C", "O", "H", "H", "H", "H", "H", "H", "C", "C", "O", "H", "H", "H", "H", "H", "H"], "positions_angstrom": [[42.80, 39.01, 51.48], [43.46, 38.95, 52.68], [41.33, 38.95, 51.59], [43.19, 40.10, 50.75], [43.15, 37.83, 50.69], [46.16, 40.81, 53.65], [45.82, 42.12, 54.59], [45.65, 43.04, 55.23], [45.69, 40.92, 52.70], [47.35, 40.62, 53.71], [45.48, 40.22, 54.14], [39.85, 41.82, 49.65], [40.12, 43.14, 48.87], [40.38, 44.05, 48.35], [39.62, 42.17, 50.71], [38.91, 41.34, 49.39], [40.73, 41.23, 49.69], [43.15, 42.90, 52.22], [41.92, 43.83, 52.24], [41.04, 44.48, 52.33], [43.09, 42.24, 53.03], [43.26, 42.41, 51.36], [43.97, 43.75, 52.25], [45.67, 40.51, 48.74], [46.42, 41.57, 48.01], [46.88, 42.41, 47.36], [45.20, 40.69, 49.48], [45.10, 40.10, 48.02], [46.32, 39.84, 48.87], [45.37, 35.14, 54.14], [44.13, 35.65, 54.82], [44.11, 37.10, 54.70], [45.21, 35.47, 53.17], [45.51, 34.09, 54.28], [46.21, 35.81, 54.59], [44.10, 35.41, 55.82], [43.20, 35.14, 54.28], [43.87, 37.32, 53.84], [42.84, 37.16, 46.39], [44.09, 36.48, 46.99], [45.11, 37.26, 46.59], [41.97, 36.74, 46.94], [42.91, 36.85, 45.36], [42.66, 38.22, 46.50], [44.17, 35.43, 46.97], [43.77, 36.66, 48.13], [45.65, 37.13, 47.31], [38.52, 39.20, 55.47], [39.73, 39.27, 54.57], [39.32, 39.65, 53.25], [38.63, 40.10, 56.12], [38.68, 38.39, 56.23], [37.51, 38.90, 54.93], [40.28, 38.35, 54.56], [40.48, 39.89, 54.86], [40.14, 39.52, 52.72], [47.82, 37.52, 51.21], [46.37, 37.85, 51.53], [45.77, 37.41, 50.32], [48.42, 38.04, 52.05], [48.23, 38.18, 50.44], [48.20, 36.49, 50.96], [46.09, 38.71, 51.67], [45.82, 37.09, 52.36], [44.76, 37.38, 50.58], [39.43, 36.04, 48.68], [40.43, 36.99, 49.48], [41.16, 36.14, 50.31], [40.00, 35.50, 48.06], [38.72, 36.75, 48.15], [39.03, 35.43, 49.20], [40.02, 37.82, 50.06], [41.01, 37.51, 49.00], [41.63, 36.78, 50.73]], "total_charge": -1, "homo_ev": -7.5, "homo_lumo_gap_ha": 0.359}

Arrangement Q

{"formula": "C18H42BF4N4O5", "method": "wB97M-V/def2-TZVPD", "symbols": ["B", "F", "F", "F", "F", "C", "C", "N", "H", "H", "H", "C", "C", "N", "H", "H", "H", "C", "C", "N", "H", "H", "H", "C", "C", "N", "H", "H", "H", "C", "C", "O", "H", "H", "H", "H", "H", "H", "C", "C", "O", "H", "H", "H", "H", "H", "H", "C", "C", "O", "H", "H", "H", "H", "H", "H", "C", "C", "O", "H", "H", "H", "H", "H", "H", "C", "C", "O", "H", "H", "H", "H", "H", "H"], "positions_angstrom": [[0.21, -0.07, 0.06], [-0.58, 1.10, 0.34], [0.89, -0.12, -1.25], [1.16, -0.23, 1.03], [-0.54, -1.22, 0.06], [1.45, 3.96, 0.76], [0.98, 5.19, 1.40], [0.71, 6.15, 2.02], [0.84, 3.13, 1.10], [1.09, 4.17, -0.36], [2.45, 3.85, 0.83], [3.38, -2.98, 1.15], [4.25, -1.86, 1.50], [4.85, -0.87, 1.79], [2.39, -2.70, 1.18], [3.53, -3.13, 0.14], [3.46, -3.94, 1.72], [-2.56, 3.72, 1.37], [-2.36, 4.16, 2.90], [-2.13, 4.33, 3.96], [-1.61, 4.14, 1.00], [-2.65, 2.65, 1.49], [-3.54, 4.14, 1.11], [-1.95, 2.31, -2.55], [-2.37, 3.57, -3.33], [-2.78, 4.50, -3.94], [-1.62, 1.46, -3.25], [-1.01, 2.37, -1.85], [-2.92, 1.89, -2.04], [-4.57, -1.40, 2.56], [-3.16, -1.34, 1.91], [-3.09, -0.42, 0.91], [-5.40, -1.47, 2.02], [-4.60, -0.56, 3.13], [-4.40, -2.39, 2.98], [-2.95, -2.43, 1.42], [-2.43, -1.16, 2.72], [-2.38, -0.67, 0.44], [4.22, -0.10, -1.94], [4.03, 1.25, -1.30], [2.87, 1.81, -1.77], [5.04, -0.34, -1.49], [4.37, -0.42, -3.07], [3.43, -0.59, -1.54], [4.73, 1.92, -1.63], [4.19, 1.11, -0.18], [2.25, 1.23, -1.19], [2.85, 1.41, 3.05], [1.83, 0.77, 3.84], [0.54, 1.24, 3.47], [2.82, 2.63, 3.19], [2.98, 1.42, 1.97], [3.87, 0.90, 3.20], [1.87, 1.18, 4.96], [1.83, -0.07, 3.72], [0.62, 1.27, 2.36], [-0.47, -5.02, -1.67], [-1.62, -4.56, -0.63], [-0.94, -3.90, 0.44], [-1.02, -5.57, -2.33], [0.34, -5.64, -1.24], [-0.18, -4.04, -2.06], [-2.04, -5.49, -0.27], [-2.33, -4.06, -1.20], [-0.69, -3.08, 0.27], [-2.66, -1.90, -3.82], [-1.25, -1.32, -3.44], [-0.65, -0.67, -4.59], [-3.39, -2.19, -2.94], [-2.50, -2.59, -4.63], [-3.28, -1.06, -4.21], [-0.64, -2.23, -3.18], [-1.15, -0.62, -2.54], [0.11, -0.53, -4.11]], "total_charge": -1, "homo_ev": -7.4, "homo_lumo_gap_ha": 0.363}

Winner for stability: arrangement Q

Arrangement P

{"formula": "C4H10N4", "method": "wB97M-V/def2-TZVPD", "symbols": ["C", "C", "N", "N", "C", "C", "N", "N", "H", "H", "H", "H", "H", "H", "H", "H", "H", "H"], "positions_angstrom": [[1.60, -0.89, 0.86], [-0.87, 1.87, -0.20], [0.90, 0.10, 0.06], [1.07, -0.14, -1.33], [-0.50, 0.52, 0.36], [-1.25, -0.03, 1.34], [-0.08, -0.74, -1.84], [-0.29, -1.89, -1.40], [1.26, 0.73, -1.82], [-1.18, -2.26, -1.75], [2.64, -0.98, 0.53], [1.14, -1.88, 0.81], [1.60, -0.58, 1.91], [-1.65, 2.35, 0.39], [-1.24, 1.77, -1.23], [-0.01, 2.54, -0.21], [-1.01, -0.99, 1.77], [-2.10, 0.49, 1.75]], "total_charge": 0, "smiles": "[H]/N=N/NN(C)C(=C)C", "homo_ev": -8.6, "homo_lumo_gap_ha": 0.349}

Arrangement Q

{"formula": "C4H10N4", "method": "wB97M-V/def2-TZVPD", "symbols": ["C", "C", "N", "N", "N", "C", "C", "N", "H", "H", "H", "H", "H", "H", "H", "H", "H", "H"], "positions_angstrom": [[1.55, 0.53, -0.61], [-2.00, -0.83, 0.33], [1.40, -1.18, 1.55], [0.24, -1.27, 1.28], [2.01, 1.33, 0.51], [0.07, 0.25, -0.60], [-0.52, -0.57, 0.31], [-0.67, 0.95, -1.52], [2.03, 0.71, 1.33], [-0.40, -1.96, 1.79], [1.36, 2.10, 0.70], [-1.62, 0.66, -1.68], [-0.18, 1.34, -2.30], [1.81, 1.06, -1.54], [2.10, -0.41, -0.56], [-2.35, -1.25, -0.61], [-2.25, -1.54, 1.12], [-2.56, 0.09, 0.52]], "total_charge": 0, "homo_ev": -7.7, "homo_lumo_gap_ha": 0.310}

Arrangement R

{"formula": "C4H10N4", "method": "wB97M-V/def2-TZVPD", "symbols": ["C", "C", "C", "C", "N", "N", "N", "N", "H", "H", "H", "H", "H", "H", "H", "H", "H", "H"], "positions_angstrom": [[1.37, 0.01, -0.17], [1.99, -0.14, -1.57], [0.04, -1.16, 1.50], [-2.52, 0.63, -0.02], [0.87, 1.55, -0.21], [-0.35, 1.64, -0.20], [0.28, -0.79, 0.11], [-1.11, 0.73, -0.05], [2.15, 0.03, 0.59], [2.79, -1.02, -1.60], [2.51, 0.78, -1.73], [1.14, -0.53, -2.19], [0.42, -2.14, 1.82], [0.18, -0.30, 2.18], [-1.03, -1.19, 1.50], [-2.98, 1.32, -0.69], [-2.86, -0.37, -0.22], [-2.90, 0.95, 0.96]], "total_charge": 0, "homo_ev": -8.7, "homo_lumo_gap_ha": 0.319}

Arrangement S

{"formula": "C4H10N4", "method": "wB97M-V/def2-TZVPD", "symbols": ["C", "C", "N", "C", "C", "N", "N", "N", "H", "H", "H", "H", "H", "H", "H", "H", "H", "H"], "positions_angstrom": [[-1.16, 0.24, 0.36], [1.15, -0.57, 1.97], [0.78, -1.22, 0.74], [-0.38, -1.04, 0.06], [-0.37, 1.44, 0.12], [-0.09, 1.20, -2.29], [-0.67, -1.87, -0.86], [0.22, 2.43, 0.25], [1.21, -2.11, 0.54], [0.47, 0.35, -2.31], [-0.42, 1.40, -3.23], [-1.45, -1.59, -1.45], [0.45, 2.02, -1.89], [-1.49, 0.24, 1.41], [-2.04, 0.28, -0.29], [2.19, -0.81, 2.19], [0.54, -0.90, 2.82], [1.06, 0.51, 1.87]], "total_charge": 0, "smiles": "[H]/N=C(\\CC#N)NC.N", "homo_ev": -9.1, "homo_lumo_gap_ha": 0.364}

Winner for stability: arrangement S

Arrangement P

{"formula": "C4H10N4", "method": "wB97M-V/def2-TZVPD", "symbols": ["C", "C", "C", "C", "N", "N", "N", "N", "H", "H", "H", "H", "H", "H", "H", "H", "H", "H"], "positions_angstrom": [[-1.95, -0.06, -0.78], [1.51, 0.02, -1.63], [0.67, -0.26, 0.58], [-0.54, -0.43, 1.49], [1.89, -0.28, 1.16], [-2.35, 1.19, -0.57], [0.43, -0.10, -0.67], [-0.21, -0.72, 2.69], [2.75, -0.34, 0.65], [1.87, -0.54, 2.15], [-1.03, -0.85, 3.29], [-2.53, 1.45, 0.39], [-1.96, 1.93, -1.13], [-2.30, -0.83, -0.12], [-1.64, -0.32, -1.78], [1.10, 0.13, -2.63], [2.16, -0.87, -1.64], [2.14, 0.89, -1.42]], "total_charge": 0, "homo_ev": [-6.2, -6.2], "homo_lumo_gap_ha": [0.242, 0.242]}

Arrangement Q

{"formula": "C4H10N4", "method": "wB97M-V/def2-TZVPD", "symbols": ["C", "C", "C", "N", "N", "N", "C", "N", "H", "H", "H", "H", "H", "H", "H", "H", "H", "H"], "positions_angstrom": [[0.26, 1.50, -1.18], [0.73, -0.55, 0.15], [0.18, 0.70, 0.10], [-2.06, -1.07, 0.21], [2.02, -0.80, 0.62], [0.02, 1.45, 1.26], [0.03, -1.52, -0.68], [-1.28, -1.45, -0.88], [-1.92, -1.70, 1.00], [-3.04, -1.14, -0.05], [2.39, -0.01, 1.14], [2.13, -1.68, 1.10], [-0.53, 0.93, 1.94], [-0.41, 2.36, 1.09], [0.62, -2.17, -1.33], [0.60, 0.88, -2.01], [-0.71, 1.94, -1.43], [0.98, 2.32, -1.05]], "total_charge": 0, "smiles": "C/C(N)=C(N)\\C=N/N", "homo_ev": [-6.3, -6.4], "homo_lumo_gap_ha": [0.258, 0.256]}

Arrangement R

{"formula": "C4H10N4", "method": "wB97M-V/def2-TZVPD", "symbols": ["C", "C", "C", "C", "H", "H", "H", "H", "H", "H", "H", "H", "H", "H", "N", "N", "N", "N"], "positions_angstrom": [[1.65, 0.02, 1.24], [0.60, -0.94, -0.94], [-0.74, -1.24, -0.75], [-1.59, -0.29, 0.06], [1.28, 1.05, 1.64], [2.83, -0.16, 1.51], [0.90, -0.98, 1.39], [2.59, 0.03, -0.74], [1.17, -1.73, -1.50], [-1.13, -2.20, -1.09], [-2.98, -0.01, 1.27], [-1.21, 1.69, 1.15], [0.41, 1.82, -1.02], [-1.13, 0.99, -1.83], [1.66, -0.09, -0.27], [-2.63, -0.73, 0.65], [-1.01, 0.97, 0.27], [-0.68, 1.78, -1.04]], "total_charge": 0, "smiles": "[H]/N=C(/C=C\\NC)NN", "homo_ev": -8.4, "homo_lumo_gap_ha": 0.331}

Arrangement S

{"formula": "C4H10N4", "method": "wB97M-V/def2-TZVPD", "symbols": ["C", "C", "C", "C", "N", "N", "N", "N", "H", "H", "H", "H", "H", "H", "H", "H", "H", "H"], "positions_angstrom": [[0.92, -0.77, 0.31], [1.93, 0.32, 0.57], [0.81, -1.25, -1.11], [-1.95, 0.98, 0.23], [0.58, -1.49, 1.34], [-0.61, -1.89, 1.56], [-1.53, -1.18, 0.95], [-1.24, -0.25, 0.07], [2.16, 0.36, 1.63], [1.51, 1.27, 0.26], [2.85, 0.16, 0.00], [0.02, -1.99, -1.22], [1.76, -1.70, -1.40], [0.61, -0.42, -1.77], [-1.79, 1.58, -0.66], [-3.03, 0.79, 0.34], [-1.61, 1.54, 1.10], [-2.43, -1.19, 1.44]], "total_charge": 0, "homo_ev": [-7.6, -7.6], "homo_lumo_gap_ha": [0.316, 0.316]}

Winner for stability: arrangement Q

Arrangement P

{"formula": "C4H10N4", "method": "wB97M-V/def2-TZVPD", "symbols": ["C", "C", "N", "H", "H", "H", "H", "H", "C", "N", "C", "N", "N", "H", "H", "H", "H", "H"], "positions_angstrom": [[-2.68, 0.50, 0.30], [-2.51, -0.20, -0.78], [-2.51, -0.94, -1.73], [-1.83, -0.89, -2.48], [-0.28, 0.16, -0.53], [-3.30, 1.38, 0.31], [-0.01, 2.12, 0.53], [-2.23, 0.20, 1.23], [1.40, -0.85, -0.07], [2.51, -0.78, 0.74], [0.79, 1.42, 0.72], [0.67, 0.31, -0.20], [1.12, -1.97, -0.62], [3.10, -1.59, 0.65], [3.02, 0.10, 0.72], [0.24, -1.98, -1.12], [1.74, 1.93, 0.56], [0.75, 1.10, 1.77]], "total_charge": 0, "smiles": "[H]/N=C(/N)NC.C=C=N", "homo_ev": -8.6, "homo_lumo_gap_ha": 0.347}

Arrangement Q

{"formula": "C4H10N4", "method": "wB97M-V/def2-TZVPD", "symbols": ["C", "C", "N", "C", "C", "N", "N", "N", "H", "H", "H", "H", "H", "H", "H", "H", "H", "H"], "positions_angstrom": [[1.71, -1.19, 0.08], [2.75, -0.15, -0.21], [0.13, -0.76, -0.28], [-0.19, 0.42, 0.25], [-1.98, 0.56, 0.14], [-2.80, -0.32, -0.52], [0.38, 1.50, 0.55], [-2.37, 1.61, 0.75], [-0.47, -1.52, 0.04], [-2.36, -0.81, -1.29], [-3.73, 0.02, -0.75], [-0.37, 2.17, 0.81], [-3.39, 1.73, 0.70], [1.85, -2.07, -0.55], [1.73, -1.52, 1.12], [2.77, 0.62, 0.56], [3.75, -0.60, -0.21], [2.60, 0.32, -1.18]], "total_charge": 0, "smiles": "[H]/N=C(N)/C(=N\\[H])NCC", "homo_ev": -9.1, "homo_lumo_gap_ha": 0.364}

Winner for stability: arrangement P